{"formula": "C26H72N6O8", "method": "ωB97M-V with the def2-TZVPD basis set", "e_homo_ev": -8.394, "homo_lumo_gap_ev": 8.5, "lumo_ev": 0.13, "e_above_lowest_ev": 4.509, "smiles": "COC[C@H](C)N.COC[C@H](C)N.COC[C@H](C)N.COC[C@H](C)N.COC[C@H](C)N.COC[C@H](C)N.OCCO", "energy_ha": -1963.98121, "symbols": ["O", "O", "O", "O", "O", "O", "O", "O", "N", "N", "N", "N", "N", "N", "C", "C", "C", "C", "C", "C", "C", "C", "C", "C", "C", "C", "C", "C", "C", "C", "C", "C", "C", "C", "C", "C", "C", "C", "C", "C", "H", "H", "H", "H", "H", "H", "H", "H", "H", "H", "H", "H", "H", "H", "H", "H", "H", "H", "H", "H", "H", "H", "H", "H", "H", "H", "H", "H", "H", "H", "H", "H", "H", "H", "H", "H", "H", "H", "H", "H", "H", "H", "H", "H", "H", "H", "H", "H", "H", "H", "H", "H", "H", "H", "H", "H", "H", "H", "H", "H", "H", "H", "H", "H", "H", "H", "H", "H", "H", "H", "H", "H"], "coordinates": [[-5.8730, -11.5130, -34.4020], [-6.0500, -5.8240, -34.5070], [-0.4880, -6.2120, -34.6080], [-4.4850, -1.7470, -29.4840], [-7.0940, 0.8650, -35.0610], [-9.8030, -7.9760, -33.6530], [-7.1740, -6.8790, -30.1840], [-4.1740, -3.1610, -35.7650], [-8.4950, -4.6120, -34.3640], [-5.1360, -8.1270, -33.0440], [-6.3140, -2.1440, -32.6540], [-7.4350, -10.3220, -29.2810], [-4.0940, -0.8860, -34.0270], [-1.6110, -6.0870, -32.2970], [-7.0620, -8.9500, -29.2530], [-3.6820, 0.6930, -35.8080], [-2.4050, -5.3290, -33.2470], [-9.2720, -9.2920, -33.7950], [-10.6870, -5.3870, -34.8970], [0.0900, -6.5570, -35.9230], [-4.7130, 0.2460, -34.7760], [-8.8650, -7.0320, -34.1360], [-9.4590, -5.6290, -34.0290], [-7.8930, -5.9740, -30.9870], [-4.8890, -1.4780, -30.8300], [-6.1020, -0.0780, -35.3690], [-5.6430, -10.5160, -33.3960], [-5.5580, -9.1580, -34.0460], [-1.8720, -5.7890, -34.6770], [-5.5160, -8.7560, -29.0370], [-4.4840, -9.1210, -35.1140], [-5.3310, -5.2550, -35.3470], [-5.0380, -3.8110, -34.9100], [-6.8340, 2.1560, -35.6550], [-5.4300, -3.8590, -31.2830], [-2.0680, -3.8510, -33.0390], [-7.5750, -8.2210, -30.4320], [-7.1110, -12.1750, -34.3910], [-5.2810, -1.1400, -28.4830], [-5.9160, -2.4530, -31.3020], [-2.7510, 0.9510, -35.3280], [-4.3600, -3.8000, -31.1540], [-8.7680, -4.1840, -35.2430], [-3.3900, -0.4090, -33.3710], [-8.9210, -9.4930, -34.8250], [-5.9070, -8.0840, -32.3980], [-11.5190, -6.1050, -34.8000], [-2.4260, -3.6950, -32.0310], [-4.4090, -8.1520, -35.5140], [0.0160, -5.6510, -36.5760], [-8.3590, -9.4920, -33.1590], [-0.7340, -6.1740, -32.7540], [-6.7740, -2.2910, -30.6150], [-4.9510, -1.4140, -27.4770], [-5.9690, -0.1390, -36.4450], [-4.5430, -3.6580, -33.9410], [-7.0540, -12.9550, -35.1600], [-7.9270, -5.0580, -30.4620], [-4.8310, -9.8560, -35.8650], [-4.7470, -1.4070, -33.4360], [-6.2870, -1.5340, -28.5970], [-6.6350, 2.1420, -36.7550], [-2.0980, -5.0440, -35.4540], [-5.1400, -0.4020, -30.8980], [-7.1420, -2.7220, -32.7780], [-8.9670, -6.2800, -31.0980], [-4.6930, -10.9020, -32.9980], [-4.1180, -2.2790, -35.3530], [-7.4060, -10.4980, -30.2720], [-7.9040, -11.5070, -34.7070], [-5.3310, -0.0550, -28.6420], [-11.0160, -4.4360, -34.6670], [-7.5890, 2.9130, -35.4430], [-6.0630, 2.5730, -35.0460], [-6.6500, -1.1680, -32.6280], [-3.5750, -9.4900, -34.7030], [-5.6850, -4.5080, -32.1020], [-8.5120, -7.2730, -35.1700], [-4.8590, -8.8900, -29.9520], [-1.9510, -7.0680, -32.2350], [-9.6510, -5.5600, -32.9530], [-7.3170, -12.7200, -33.4810], [-4.4170, -5.7720, -35.3970], [-5.7250, -5.2260, -36.3790], [-4.1070, 1.5450, -36.2550], [-7.4000, -5.7670, -31.8760], [-5.8760, -4.2360, -30.4110], [-10.0200, -10.0410, -33.6320], [-10.4350, -5.3240, -35.9820], [-5.1410, -9.4300, -28.2860], [-7.5370, -8.5650, -28.3160], [1.1320, -6.8740, -35.9010], [-8.6290, -3.8310, -33.6880], [-3.5550, -0.0690, -36.5580], [-4.8080, 1.1020, -34.0960], [-0.9980, -3.6680, -33.0120], [-7.9780, -7.2760, -33.5390], [-5.9650, -3.2350, -35.0190], [-6.9230, -5.4060, -34.4650], [-7.1170, -8.6510, -31.3470], [-2.4460, -6.6520, -35.0220], [-6.4530, -0.9650, -34.9200], [-8.6590, -8.3230, -30.4820], [-8.4930, -10.4060, -29.1150], [-2.4910, -3.1540, -33.7580], [-5.2280, -7.2110, -33.4420], [-4.0300, -1.5200, -31.4000], [-0.4790, -7.2930, -36.3850], [-6.4720, -10.4870, -32.7140], [-5.3770, -7.7890, -28.5230], [-3.5050, -5.5160, -33.1970], [-6.5030, -8.8310, -34.4740]], "mulliken_charge": [-0.416, 0.649, -0.446, -0.400, -0.478, -0.493, -0.386, -0.794, -0.666, -0.183, -0.441, -0.766, -0.073, -0.855, 0.284, -1.689, 2.859, -0.838, -1.672, -0.786, 0.298, -0.255, 0.762, -0.485, -1.086, -0.265, -0.317, 2.080, -0.934, -1.368, -1.849, -0.754, 1.298, -0.767, -0.972, -2.067, 0.796, -0.584, -0.706, 0.959, 0.383, 0.066, 0.296, 0.372, 0.381, -0.640, 0.340, 0.469, 0.344, 0.283, 0.213, 0.464, 0.711, 0.279, 0.513, -0.708, 0.299, 0.688, 0.463, -0.415, 0.298, 0.290, 0.545, 0.437, -0.124, 0.478, 0.364, 0.308, 0.241, 0.161, 0.297, 0.544, 0.293, 0.311, 0.324, 0.385, -0.669, 0.460, 0.135, 0.329, -0.062, 0.288, -0.142, 0.253, 0.544, -0.412, 0.769, 0.477, 0.398, 0.487, 0.349, 0.285, 0.241, 0.306, 0.562, 0.433, -0.196, 0.226, -0.288, -0.884, 0.338, -0.051, 0.436, 0.338, 0.357, -0.124, 0.221, 0.313, -0.128, 0.306, -1.431, -0.614]}

***

{"formula": "C26H73N5O8", "method": "ωB97M-V with the def2-TZVPD basis set", "e_homo_ev": -8.904, "homo_lumo_gap_ev": 9.4, "lumo_ev": 0.50, "e_above_lowest_ev": 0.430, "smiles": "COC[C@H](C)N.COC[C@H](C)N.COC[C@H](C)N.COC[C@H](C)N.COC[C@H](C)N.CCO.CCO.CCO", "energy_ha": -1909.96242, "symbols": ["O", "O", "O", "O", "O", "O", "O", "O", "N", "N", "N", "N", "N", "C", "C", "C", "C", "C", "C", "C", "C", "C", "C", "C", "C", "C", "C", "C", "C", "C", "C", "C", "C", "C", "C", "C", "C", "C", "C", "H", "H", "H", "H", "H", "H", "H", "H", "H", "H", "H", "H", "H", "H", "H", "H", "H", "H", "H", "H", "H", "H", "H", "H", "H", "H", "H", "H", "H", "H", "H", "H", "H", "H", "H", "H", "H", "H", "H", "H", "H", "H", "H", "H", "H", "H", "H", "H", "H", "H", "H", "H", "H", "H", "H", "H", "H", "H", "H", "H", "H", "H", "H", "H", "H", "H", "H", "H", "H", "H", "H", "H", "H"], "coordinates": [[0.4775, -0.5472, -0.4142], [-2.3018, 4.8573, -2.1950], [3.9364, -5.0232, -0.0636], [-4.0136, -3.0507, -2.6908], [2.8881, 4.4587, 2.2033], [1.2865, 0.4599, 3.5972], [0.6975, 0.3929, -6.1904], [-0.2567, 4.0779, -4.2128], [-6.9582, -4.8878, -1.5281], [-0.7713, 2.2821, 4.7166], [4.2568, 3.1112, 5.2781], [-0.4566, 1.5568, 0.9864], [0.8883, -6.0602, 1.6149], [-5.9686, -3.7715, -1.5452], [1.3727, -5.8853, -0.7938], [-0.6047, 1.5230, -0.4956], [-2.0320, 5.0378, -0.8189], [-5.6542, -3.3766, -0.1255], [-2.3856, 3.4342, -5.1071], [0.3625, 1.6844, 5.4184], [0.5572, 2.2102, -1.1683], [1.4117, -0.7568, 2.9082], [2.9461, -5.0441, 0.9407], [2.9267, 3.6965, 3.3869], [0.7207, 0.3037, 4.8844], [-3.1398, -3.2542, -3.7432], [0.5813, -1.9356, -0.3896], [-0.7210, 0.0501, -0.8597], [4.8568, -3.9955, 0.1381], [-0.9672, 2.9927, -4.8386], [0.0596, 1.5626, 6.8932], [0.4038, -1.6948, -4.9795], [-4.7617, -4.2130, -2.3452], [4.3490, 3.6222, 3.8843], [-0.2455, -0.6358, -5.8516], [1.9384, -6.1156, 0.5940], [1.6327, 4.9951, 1.9536], [-1.2005, 6.2832, -0.5146], [5.2412, 2.7727, 2.9755], [1.4613, -0.1994, 5.5275], [-2.8388, 2.9908, -5.9958], [1.2909, 5.5863, 2.8134], [5.1647, 3.1473, 5.7403], [0.3241, 2.3451, -2.2309], [2.4661, -4.0621, 1.0050], [-0.1993, -0.3036, 4.8445], [0.6265, 4.1229, -4.5835], [0.0590, -5.5579, 1.3359], [-5.0782, -4.7577, -3.2441], [-1.0996, 6.4138, 0.5665], [0.9786, 1.3607, 7.4497], [2.3783, -7.1091, 0.6202], [-0.0685, 0.6786, 1.3059], [-1.5518, 2.0002, -0.7646], [3.4088, -5.3356, 1.8934], [-1.0907, -0.1713, -5.3270], [0.6230, -6.9914, 1.8996], [-2.2271, -3.7735, -3.4320], [2.1056, -6.1379, -1.5620], [-7.2510, -5.0731, -2.4805], [-0.1945, 6.2033, -0.9367], [-0.6761, -1.0815, -6.7548], [1.3098, -2.0552, -5.4663], [4.3446, -3.0309, 0.2868], [-1.6164, 1.7545, 4.9293], [-0.8335, -0.0229, -1.9561], [1.4936, 1.6569, -1.1213], [0.9709, -4.8900, -0.9635], [-2.4697, 4.5181, -5.1532], [0.7236, -1.2306, -4.0412], [-0.6538, 2.1489, 3.7098], [1.5143, -2.1818, 0.1248], [-1.5256, 4.6772, -2.7453], [2.0685, -1.4466, 3.4483], [5.4742, -4.1599, 1.0312], [5.4804, -3.9199, -0.7481], [-5.6357, -4.2537, 0.5307], [4.6622, 4.6641, 3.9953], [6.0170, 2.2535, 3.5411], [0.8954, 4.2298, 1.6939], [2.4962, 2.6933, 3.2160], [0.4289, -1.2304, 2.7783], [-0.2266, -2.3882, 0.2022], [2.2770, 4.1364, 4.1587], [1.2649, 2.2871, 5.2806], [-3.5554, -3.8591, -4.5642], [1.7795, -0.4521, 1.9307], [4.6752, 2.0851, 2.3514], [-1.5887, -0.4099, -0.3693], [-0.2605, -2.5205, -4.7245], [-4.1277, -4.8735, -1.7354], [-2.8666, -2.3015, -4.1987], [-4.7013, -2.8629, -0.0158], [-7.7664, -4.6432, -0.9729], [0.5651, -6.6139, -0.9420], [-2.9957, 5.1528, -0.3155], [-1.6780, 7.1760, -0.9198], [-6.4734, -2.7685, 0.2687], [0.7715, 0.4611, -7.1442], [-0.6565, 0.7699, 7.1202], [0.6756, -2.3891, -1.3822], [-3.0589, 3.1136, -4.3027], [-0.9019, 2.0763, -4.2504], [0.7138, 3.2160, -0.7732], [-1.5580, 4.1611, -0.3550], [1.7220, 5.6894, 1.1172], [5.8244, 3.4278, 2.3160], [4.1449, 2.0919, 5.2167], [0.1680, 2.2788, 1.3143], [-0.4978, 2.7998, -5.8069], [-6.4583, -2.9379, -2.0628], [-0.3195, 2.5107, 7.2757]], "mulliken_charge": [-0.149, -0.446, -0.321, -0.262, -0.401, -0.072, -0.516, -0.648, -0.761, -0.649, -0.671, -0.436, -0.627, 0.823, -1.148, 0.858, 0.338, -1.418, -1.376, 1.109, -0.990, -1.090, -0.005, -0.141, -0.889, -0.618, -0.913, -1.113, -0.640, 0.639, -1.683, -0.795, -0.790, 0.318, -0.103, 0.278, -0.502, -1.179, -1.405, 0.340, 0.406, 0.438, 0.280, -0.061, -0.307, 0.292, 0.310, 0.209, 0.325, 0.359, 0.383, 0.408, -0.016, 0.281, 0.363, 0.095, 0.250, 0.239, 0.378, 0.224, 0.277, 0.408, 0.368, 0.209, 0.312, 0.373, 0.420, 0.029, 0.328, 0.081, 0.243, 0.159, 0.306, 0.376, 0.285, 0.259, 0.399, 0.399, 0.433, 0.105, -0.181, 0.420, 0.445, 0.500, -0.251, 0.385, 0.275, 0.266, 0.393, 0.207, 0.268, 0.117, 0.238, 0.242, 0.400, 0.368, 0.327, 0.371, 0.290, 0.356, 0.297, 0.306, -0.367, 0.227, -0.299, 0.244, 0.324, 0.198, 0.065, 0.347, 0.210, 0.439]}